Computed, not measured: a structure of composition C6H8O2 at a distorted geometry, with the ωB97M-V functional and the def2-TZVPD basis.

E_HOMO   -8.779 eV
ΔE to the lowest compared entry with this formula, charge and spin   5.3520 eV

The geometry in XYZ format:
```
16
Properties=species:S:1:pos:R:3:lowdin_charge:R:1
O 1.87785 -0.79778 0.37505 0.01
O -0.11295 -2.02372 -0.95394 0.00
C -2.88616 -0.72694 0.51927 0.14
C 1.44735 1.33892 -0.62693 -0.02
C -1.75185 -0.62323 0.10037 -0.13
C 0.91043 0.15867 0.14465 -0.50
C -0.52762 -0.86605 -0.81681 -0.37
C -0.06349 0.33419 1.13777 0.10
H 1.77476 1.00901 -1.61334 0.09
H -0.56798 1.28144 1.25461 0.11
H -0.62510 -0.14557 -1.64458 0.15
H 2.31355 1.76439 -0.11855 0.09
H 0.69236 2.11743 -0.73852 0.09
H -0.12487 -0.38481 1.94093 0.12
H 1.50686 -1.66311 0.11169 0.10
H -3.86315 -0.77283 0.92832 0.03
```

---

Computed, not measured: the ion C4H6N2O with charge +2 at a distorted geometry, with the ωB97M-V functional and the def2-TZVPD basis.

Charge   +2
E_HOMO (spin up / spin down)   -21.207 / -21.206 eV
ΔE to the lowest compared entry with this formula, charge and spin   4.0572 eV

The geometry in XYZ format:
```
13
Properties=species:S:1:pos:R:3:lowdin_charge:R:1
O -3.40840 -0.58211 0.32125 0.41
N -2.24215 -0.34158 0.21374 0.22
N 0.03717 -0.39979 0.00478 0.32
C -1.21828 1.71850 -0.05176 0.11
C 1.16183 -0.78868 -0.06401 0.19
C 2.36517 -1.42660 -0.02910 0.12
C -1.14025 0.22128 -0.11457 -0.19
H 2.44319 -2.11593 0.71901 0.14
H 2.64500 -1.73542 -0.97456 0.14
H 2.98015 -0.65526 0.30712 0.15
H -2.07156 2.09622 0.53180 0.14
H -1.35350 2.04214 -1.09594 0.14
H -0.19838 1.96725 0.23224 0.12
```

---

Computed, not measured: a cluster of 14 separate species, C66H114O28PS8 in total at a distorted geometry, with the ωB97M-V functional and the def2-TZVPD basis.

Charge   +1
E_HOMO   -10.224 eV

The geometry in XYZ format:
```
217
Properties=species:S:1:pos:R:3:lowdin_charge:R:1
S -5.49205 7.58538 -2.77272 0.76
S 3.64841 -6.46645 -1.05955 0.68
S -7.17494 2.42792 5.05704 0.73
S -0.94863 8.87796 -10.45910 0.79
S 6.89735 -1.19636 -4.99317 0.70
S 2.74342 -2.61132 9.23461 0.76
S -0.17105 -7.15229 -8.38779 0.67
S 6.89353 5.59329 1.74658 0.81
P 0.10921 -0.48999 1.87723 1.02
O -6.94213 1.62477 3.81118 -0.33
O 1.24431 -7.44336 -8.66666 -0.30
O 3.81212 -2.43128 10.49788 -0.18
O 0.27928 8.13416 -9.68129 -0.22
O 6.10442 4.41039 1.53098 -0.24
O -7.00801 8.24511 -2.67297 -0.18
O 6.25412 6.95881 1.68920 -0.26
O 8.34362 5.54595 0.94185 -0.20
O -6.09579 3.20001 5.62904 -0.31
O -1.53319 7.95291 -11.46382 -0.25
O -0.42757 10.27030 -10.70076 -0.26
O 2.88316 -7.07078 0.01332 -0.30
O -1.32917 -7.59414 -9.17025 -0.30
O 7.78204 5.53074 3.22888 -0.20
O -8.51953 3.55688 4.88105 -0.27
O -5.32315 6.59502 -1.69964 -0.26
O -4.48763 8.59489 -2.98308 -0.23
O 5.09840 -6.03695 -0.31056 -0.29
O 1.37456 -2.97720 9.58673 -0.24
O 3.26292 -5.30076 -1.80613 -0.30
O 6.02150 -0.44690 -4.06195 -0.32
O 3.44440 -3.41326 8.22618 -0.26
O 8.04134 -0.17735 -5.63359 -0.29
O 2.85474 -0.97248 8.89604 -0.21
O -5.88768 6.70341 -4.17689 -0.22
O -0.36733 -7.52968 -6.83187 -0.27
O 6.44275 -2.10445 -6.03600 -0.31
O -1.84156 8.95324 -9.07696 -0.18
C 0.01870 7.70634 -8.34388 -0.15
C 2.79505 -0.32006 2.62316 -0.25
C -5.20106 -8.37347 7.14465 -0.10
C -2.87357 -9.21457 8.43399 -0.12
C 4.45113 -7.67231 -2.30257 -0.07
C 3.21497 -11.48403 6.56407 -0.08
C 1.76448 -11.12003 4.29903 -0.13
C -1.71464 -7.68291 -4.76759 -0.05
C -3.48011 12.60228 1.85363 -0.07
C 4.74585 6.09811 -4.90014 -0.17
C -7.20504 6.92202 -4.60159 -0.17
C -1.67984 0.53012 -1.72585 -0.26
C 1.89946 -0.44690 1.33425 -0.22
C 5.17756 -0.46169 3.48876 -0.09
C 4.06537 -1.09325 10.79817 -0.21
C 9.18610 5.52890 2.95174 -0.21
C 8.74008 -0.67762 -6.82455 -0.26
C 2.10577 -12.35324 4.67010 -0.12
C -0.06244 -2.00664 2.87271 -0.23
C -1.67176 -7.70793 -6.33998 -0.28
C 2.99978 -10.15748 6.06671 -0.08
C -3.44277 -8.01702 8.71117 -0.09
C -7.59347 8.23488 -3.88571 -0.24
C -0.31574 -5.33456 -8.30398 -0.12
C 4.91091 7.43045 -4.90941 -0.12
C -4.37663 12.79284 0.78754 -0.13
C -1.37604 -2.27348 3.76393 -0.23
C -6.53587 -2.57589 -7.22565 -0.08
C 3.98368 -0.39918 9.46989 -0.22
C -0.97885 -0.54914 0.47587 -0.28
C -2.58361 -2.80239 3.06096 -0.26
C -8.21594 -3.93848 -8.23835 -0.13
C 5.51052 -6.98299 0.70898 -0.27
C -5.37530 11.64065 3.09117 -0.09
C 8.06557 -2.18432 -3.87845 -0.09
C -1.19590 1.32804 -2.96535 -0.10
C -4.56504 -9.58068 6.76897 -0.07
C -6.21768 11.99899 2.07129 -0.10
C 10.09623 0.04052 -6.92308 -0.05
C -9.43090 5.58332 3.85352 -0.08
C 2.64503 -12.57751 5.92854 -0.09
C -4.62743 -7.60014 8.08995 -0.10
C 3.76736 5.44084 -4.28241 -0.09
C 3.00257 7.65666 -3.45418 -0.07
C -8.85117 -2.38533 -6.57706 -0.09
C -0.07823 2.25878 2.28992 -0.25
C -9.22564 -3.45247 -7.44530 -0.07
C -0.42802 4.75770 2.28536 -0.12
C 2.14240 -9.97730 5.01149 -0.10
C 7.03238 -6.64814 0.91933 -0.06
C -1.46534 7.99739 -8.20843 -0.26
C 9.35836 4.94233 1.62555 -0.25
C -7.98362 1.44963 6.38229 -0.11
C -8.26639 4.62395 3.94445 -0.31
C -6.92181 -3.46982 -8.23383 -0.09
C -0.22520 0.91663 3.00677 -0.24
C -0.54940 3.48564 3.09463 -0.25
C 4.26662 -0.53254 2.24070 -0.25
C 4.14924 8.26058 -4.08768 -0.07
C 2.79083 6.24389 -3.56169 -0.06
C -0.52514 0.22912 -0.77482 -0.26
C -3.50452 -9.97942 7.54785 -0.13
C -3.99203 12.04004 3.04315 -0.06
C -5.65327 12.53036 0.91839 -0.14
C -7.52054 -2.05798 -6.35573 -0.10
C -2.25594 -4.12797 2.31679 -0.08
H -10.24987 -3.78703 -7.51892 0.10
H 1.14555 -10.92955 3.43471 0.10
H -2.71828 -7.62527 -4.34629 0.07
H -3.19816 -10.99485 7.34426 0.11
H 2.31573 8.31970 -2.94918 0.09
H -0.76806 5.66004 2.79354 0.08
H -8.93884 1.13146 5.96465 0.07
H -2.06417 1.40948 -3.61924 0.07
H -8.07851 4.19916 2.95837 0.11
H 3.74016 -11.71918 7.47800 0.09
H -2.90388 -7.44512 9.45207 0.10
H 2.59094 0.64421 3.08859 0.11
H -3.27609 11.88186 3.83613 0.09
H 9.64216 4.90287 3.71868 0.14
H -2.02363 -9.63490 8.95102 0.11
H 4.38411 9.31379 -4.13216 0.10
H 0.93352 2.41253 1.91464 0.11
H -6.35991 12.84786 0.16589 0.11
H 9.72793 6.47021 3.04369 0.14
H -7.32201 0.61070 6.59803 0.07
H 10.57796 -0.06588 -7.89504 0.08
H 0.02808 3.55994 4.01610 0.11
H -1.70808 -1.38671 4.30383 0.10
H 2.16694 0.39268 0.69265 0.10
H 0.38069 6.70012 -8.13274 0.14
H -2.04323 -0.45159 -2.02968 0.11
H 5.00885 -6.96415 1.67649 0.12
H -0.40281 0.90420 -3.58136 0.08
H -9.58204 -1.85430 -5.98524 0.09
H -0.30394 1.27620 -0.56796 0.09
H -8.67195 8.36124 -3.79080 0.14
H 3.63226 -8.14505 -2.84485 0.06
H -7.21907 6.83824 -5.68828 0.13
H -3.09890 -4.71767 1.95655 0.07
H 4.48436 0.29624 1.56704 0.11
H 0.39039 -0.17690 -1.20498 0.12
H -2.85980 -2.04655 2.32576 0.09
H -3.35334 -2.66743 3.82083 0.12
H -1.13546 -6.91336 -4.25726 0.07
H 7.46642 -7.57408 1.29663 0.07
H 4.47030 -1.39570 1.60700 0.11
H 7.24534 -5.83086 1.60838 0.07
H 7.53041 -6.33372 0.00216 0.07
H -1.51701 -4.07792 1.51706 0.06
H -7.26118 9.18916 -4.29441 0.13
H 10.03872 1.08000 -6.60014 0.08
H -8.44277 -4.83302 -8.79938 0.10
H 1.73403 -9.04742 4.64414 0.10
H 2.81125 -13.52044 6.42821 0.10
H -5.95292 -8.01826 6.45549 0.10
H -1.82516 8.23442 -7.20721 0.14
H 10.78255 -0.58525 -6.35257 0.07
H 5.72462 7.90939 -5.43370 0.10
H -1.86854 7.02953 -8.50638 0.13
H 3.74807 4.36103 -4.28858 0.10
H -2.08039 -8.68097 -6.61258 0.12
H 2.00879 -1.38056 0.78250 0.10
H -7.70987 6.00399 -4.30082 0.13
H -0.68240 2.37197 1.38977 0.10
H -1.31096 -5.04488 -7.96675 0.06
H -7.45732 5.30952 4.19650 0.11
H 0.61453 8.43402 -7.79291 0.13
H -2.26778 -6.88971 -6.74417 0.11
H 1.76517 -13.15194 4.02786 0.11
H 8.12035 -1.59636 -2.96226 0.06
H 3.38656 -9.29326 6.58626 0.09
H 5.27895 0.57852 3.79826 0.07
H 5.47364 -8.01117 0.34900 0.10
H -1.77604 -4.75951 3.06442 0.08
H 8.08360 -0.60332 -7.69151 0.11
H 5.09430 -7.14032 -3.00359 0.07
H 4.78438 -1.09397 4.28482 0.07
H 5.42710 5.55145 -5.53532 0.11
H -9.36660 6.39840 4.57436 0.08
H -1.62774 3.36211 3.19480 0.12
H -6.23197 -3.96383 -8.90201 0.10
H 6.19266 -0.83368 3.34984 0.07
H -3.97154 13.10840 -0.16257 0.11
H 8.79723 -1.76143 -6.72362 0.10
H 3.30064 -0.61694 11.41169 0.13
H -5.80316 11.03508 3.87642 0.09
H -4.99020 -10.16270 5.96467 0.10
H -5.00443 -6.59408 8.19997 0.10
H -1.27393 -8.65766 -4.55847 0.07
H -7.25075 11.97244 2.38511 0.10
H -1.14843 -1.59260 0.21031 0.10
H 7.61046 -3.15763 -3.69504 0.06
H 4.85046 -0.59442 8.83847 0.13
H -0.94392 2.34427 -2.66222 0.07
H -2.43747 1.18039 -1.28855 0.12
H -1.24295 0.68267 3.31912 0.10
H 2.47657 -1.04199 3.37516 0.09
H 0.34640 -4.93984 -7.53335 0.07
H 0.76545 -2.00344 3.58172 0.08
H -7.29346 -1.33034 -5.59064 0.09
H -1.15714 -2.93413 4.60282 0.12
H 4.88414 -8.51015 -1.75610 0.05
H 2.01033 5.82724 -2.94231 0.08
H 9.03688 -2.30673 -4.35770 0.05
H 0.59277 5.01234 2.00033 0.08
H -0.17760 -4.81792 -9.25377 0.07
H 10.32477 5.24123 1.21957 0.14
H -2.45047 12.83746 1.62796 0.10
H 3.86492 0.68417 9.45131 0.14
H 4.94370 -0.96930 11.43163 0.14
H 9.37917 3.87568 1.40207 0.14
H -2.00529 -0.30295 0.74773 0.10
H -9.53862 5.96054 2.83656 0.08
H 0.47795 0.74687 3.82215 0.10
H -8.25840 2.01877 7.27036 0.07
H 0.21377 -2.84265 2.23013 0.09
H -5.51198 -2.28093 -7.04947 0.09
H -10.34406 5.02485 4.05929 0.08
H -1.05088 4.70705 1.39229 0.08
```

---

Computed, not measured: a structure of composition C24H23CoN9O5S at a distorted geometry, with the ωB97M-V functional and the def2-TZVPD basis.

Charge   +1
E_HOMO (spin up / spin down)   -10.178 / -10.173 eV
ΔE to the lowest compared entry with this formula, charge and spin   1.5303 eV

The geometry in XYZ format:
```
63
Properties=species:S:1:pos:R:3:lowdin_charge:R:1
Co 0.53091 -0.38396 -0.14232 0.70
S 2.43086 -0.28292 -2.10296 0.68
O 3.33052 1.43276 1.89752 0.16
O 2.51460 -0.62334 -3.48134 -0.23
O 2.14646 -1.38614 -1.15069 -0.32
O -1.45256 -0.62143 -0.39336 -0.07
O 3.44102 -1.45136 2.33772 0.15
N 1.11572 0.58876 -1.72930 -0.13
N 1.79544 -0.21181 1.26225 0.08
N 1.40560 2.15733 -3.43502 0.13
N 0.50310 -2.26732 0.63082 0.05
N -2.37767 -0.90738 -2.43815 0.23
N 7.18731 2.40635 0.06915 0.13
N 0.06349 1.44744 0.66458 0.08
N -3.68908 -0.52497 -0.57426 0.05
N -0.68420 1.90839 -2.32830 0.12
C -2.47292 -0.67713 -1.11618 -0.58
C -1.04534 3.53844 0.72515 -0.03
C 2.42908 -1.36200 1.69561 -0.42
C 1.13569 2.01921 1.22532 -0.16
C -4.94607 -0.66171 -1.29555 -0.05
C -0.46547 3.46208 -4.12622 -0.04
C 4.17341 1.81446 -1.92927 -0.05
C 1.18428 3.34769 1.56408 0.03
C 2.26242 1.08056 1.48960 -0.40
C 6.08637 1.78339 -0.45156 -0.30
C -1.19312 2.84731 -3.12866 -0.12
C 0.85902 3.07179 -4.23022 -0.09
C 5.75814 0.47870 -0.06456 -0.01
C 4.64696 -0.14418 -0.58119 -0.06
C 3.84707 0.52390 -1.51114 -0.30
C -1.01078 2.19217 0.40701 -0.10
C 0.01343 -4.58151 0.50900 -0.02
C -0.27495 -3.26424 0.20670 -0.07
C 1.59890 -2.54769 1.33716 -0.17
C 5.28124 2.43398 -1.39996 -0.02
C 0.06657 4.12609 1.30305 -0.02
C 1.95437 -3.82831 1.68476 0.04
C 1.14174 -4.86812 1.26256 -0.01
C 0.60120 1.60248 -2.53315 -0.42
H 0.06230 5.17909 1.55487 0.12
H 7.34758 3.38072 -0.09937 0.10
H 1.51898 3.51314 -4.96967 0.12
H -1.93370 4.11429 0.50787 0.12
H 6.36889 -0.03227 0.67147 0.13
H 3.56105 2.31221 -2.67315 0.09
H -4.98727 0.02409 -2.14380 0.09
H -3.17603 -0.87019 -3.04460 0.10
H 4.39149 -1.14488 -0.26170 0.11
H -1.46155 -0.86510 -2.85261 0.12
H -1.14244 -2.99131 -0.37584 0.11
H -2.23628 3.10700 -2.95935 0.11
H -0.89745 4.20870 -4.77602 0.11
H -3.69712 -0.48241 0.43038 0.15
H -5.10860 -1.68215 -1.64620 0.10
H 2.85463 -3.97871 2.26571 0.13
H -5.75718 -0.39604 -0.62433 0.09
H -1.85279 1.69010 -0.03575 0.10
H 7.70490 1.97467 0.81044 0.10
H 2.08189 3.73615 2.02478 0.13
H 1.39144 -5.89258 1.50812 0.12
H -0.64196 -5.36517 0.15497 0.12
H 5.53933 3.43861 -1.71643 0.12
```